This record from the OMol25 dataset describes C47H61NP2PdSb as an isolated structure in a non-equilibrium geometry. The level of theory is ωB97M-V/def2-TZVPD.

Last column: Mulliken spin population.
CARTESIAN COORDINATES (ANGSTROEM)
Pd1 0.008 -0.188 -0.357  0.546
C1 -3.249 0.848 -4.322  0.006
C2 -1.897 0.865 -3.622  0.043
C3 -0.825 0.167 -4.458  0.004
P1 -1.835 0.083 -1.926  0.084
C4 -3.336 0.585 -0.949  -0.024
C5 -3.208 -0.202 0.358  0.031
C6 -3.360 2.087 -0.707  0.005
C7 -2.297 -1.649 -2.288  0.119
C8 -3.568 -2.047 -2.662  -0.011
C9 -3.886 -3.385 -2.882  0.119
C10 -5.251 -3.796 -3.323  -0.010
C11 -2.889 -4.343 -2.672  -0.061
C12 -1.620 -3.980 -2.306  0.184
C13 -1.269 -2.616 -2.134  -0.046
N1 -0.066 -2.204 -1.706  0.497
C14 1.033 -2.982 -1.777  0.053
C15 1.280 -3.864 -2.850  0.135
C16 2.353 -4.720 -2.820  -0.048
C17 3.216 -4.749 -1.724  0.107
C18 4.357 -5.708 -1.661  -0.009
C19 3.014 -3.835 -0.693  -0.028
C20 1.975 -2.925 -0.716  0.032
P2 1.604 -1.728 0.614  0.118
C21 3.272 -1.252 1.327  -0.011
C22 3.889 -2.181 2.367  0.005
C23 4.216 -0.969 0.157  0.005
C24 0.766 -2.892 1.810  0.016
C25 -0.491 -3.415 1.120  0.011
C26 0.355 -2.166 3.083  0.000
H1 -3.188 1.443 -5.232  0.000
H2 -4.031 1.275 -3.697  0.000
H3 -3.532 -0.161 -4.606  0.002
H4 -1.598 1.906 -3.471  0.002
H5 -1.144 -0.845 -4.708  -0.002
H6 0.116 0.103 -3.904  0.000
H7 -0.641 0.706 -5.385  0.000
H8 -4.253 0.290 -1.467  -0.001
H9 -2.194 -0.079 0.782  -0.016
H10 -3.373 -1.266 0.182  -0.002
H11 -3.922 0.141 1.104  0.000
H12 -2.479 2.388 -0.141  -0.004
H13 -4.242 2.364 -0.133  0.001
H14 -3.373 2.641 -1.644  0.001
H15 -4.351 -1.314 -2.785  0.004
H16 -5.957 -2.972 -3.252  -0.001
H17 -5.613 -4.629 -2.723  0.008
H18 -5.215 -4.133 -4.360  0.015
H19 -3.136 -5.389 -2.785  0.003
H20 -0.890 -4.746 -2.091  0.000
H21 0.623 -3.839 -3.707  0.001
H22 2.521 -5.395 -3.645  0.000
H23 4.156 -6.594 -2.257  0.003
H24 4.558 -6.004 -0.633  0.002
H25 5.259 -5.236 -2.053  0.012
H26 3.686 -3.863 0.151  0.004
H27 3.076 -0.288 1.819  0.007
H28 4.121 -3.159 1.955  0.000
H29 3.226 -2.324 3.216  0.000
H30 4.816 -1.746 2.736  0.000
H31 4.692 -1.878 -0.198  0.003
H32 4.996 -0.268 0.449  -0.001
H33 3.660 -0.539 -0.678  -0.002
H34 1.449 -3.720 2.034  0.002
H35 -1.095 -2.564 0.776  -0.005
H36 -1.094 -4.001 1.811  0.001
H37 -0.246 -4.038 0.262  0.000
H38 -0.244 -1.287 2.833  -0.002
H39 1.208 -1.845 3.672  -0.001
H40 -0.252 -2.820 3.707  0.000
C27 -0.265 3.675 -1.850  0.022
C28 -0.826 4.389 -0.660  -0.016
C29 -1.488 5.595 -0.876  0.001
C30 -2.004 6.329 0.173  0.000
C31 -1.857 5.863 1.468  0.001
C32 -1.202 4.666 1.697  -0.002
C33 -0.712 3.910 0.642  0.019
Sb1 0.256 2.017 1.087  0.049
C34 -0.625 1.694 3.038  0.004
C35 -2.001 1.890 3.101  -0.001
C36 -2.712 1.605 4.252  -0.001
C37 -2.041 1.140 5.368  0.002
C38 -0.674 0.944 5.314  -0.001
C39 0.048 1.191 4.151  -0.001
C40 1.519 0.917 4.129  0.000
C41 2.121 3.031 1.492  0.037
C42 2.183 3.805 2.640  -0.004
C43 3.341 4.487 2.966  0.002
C44 4.455 4.366 2.150  0.000
C45 4.380 3.620 0.990  0.001
C46 3.205 2.970 0.621  -0.014
C47 3.114 2.308 -0.722  0.013
H41 -0.942 3.792 -2.694  0.000
H42 -0.103 2.610 -1.656  -0.013
H43 0.688 4.121 -2.135  -0.001
H44 -1.590 5.962 -1.888  0.000
H45 -2.523 7.257 -0.018  0.000
H46 -2.252 6.426 2.300  0.000
H47 -1.091 4.312 2.713  -0.001
H48 -2.524 2.292 2.243  -0.001
H49 -3.782 1.740 4.273  0.000
H50 -2.583 0.917 6.274  0.000
H51 -0.150 0.569 6.182  0.000
H52 1.795 0.210 4.907  0.000
H53 2.073 1.838 4.298  0.000
H54 1.804 0.514 3.156  0.001
H55 1.311 3.887 3.276  0.000
H56 3.375 5.105 3.850  0.000
H57 5.376 4.863 2.415  0.000
H58 5.247 3.548 0.346  0.000
H59 4.096 1.993 -1.067  0.000
H60 2.730 3.032 -1.442  0.001
H61 2.439 1.441 -0.717  -0.004

Computed properties:
strongest force on any atom: 1.2 eV/Å
net charge: +1
multiplicity: 3
E_HOMO (alpha / beta): -9.145 / -10.909 eV

=====

This record from the OMol25 dataset describes an isolated ion of composition C2HI2O3P and charge -2 in a non-equilibrium geometry. The level of theory is ωB97M-V/def2-TZVPD.

Last column: Löwdin charge in e.
CARTESIAN COORDINATES (ANGSTROEM)
O1 -1.265 2.186 0.398  -0.469
P1 -0.904 0.734 0.405  0.134
O2 -0.981 -0.075 1.658  -0.513
I1 -2.859 -0.400 -1.076  -0.091
C1 0.840 0.410 -0.232  -0.743
O3 1.477 1.470 -0.329  -0.137
C2 1.289 -0.894 -0.342  -0.749
I2 0.107 -2.538 -0.176  0.616
H1 2.296 -0.893 -0.305  -0.048

Computed properties:
strongest force on any atom: 3.6 eV/Å
net charge: -2
SMILES: O=[P@@]([O-])(I)/C([O-])=C\I
E_HOMO: 0.087 eV

=====

This record from the OMol25 dataset describes a 9-piece molecular cluster, C34H92N6O11 overall in a non-equilibrium geometry. The level of theory is ωB97M-V/def2-TZVPD.

Last column: Mulliken spin population.
CARTESIAN COORDINATES (ANGSTROEM)
C1 -2.362 -10.429 -5.365  0.320
C2 -3.016 -11.648 -5.956  0.195
O1 -2.208 -12.062 -7.031  -0.735
H1 -1.537 -10.659 -4.690  0.014
H2 -3.171 -9.855 -4.915  -0.247
H3 -2.042 -9.675 -6.085  0.120
H4 -4.044 -11.477 -6.275  0.698
H5 -2.999 -12.526 -5.310  0.060
H6 -2.683 -12.805 -7.410  0.012
C3 -4.348 -6.432 -7.474  -0.115
C4 -2.935 -6.039 -6.965  -0.021
O2 -2.951 -5.015 -6.019  -0.072
H7 -5.018 -6.643 -6.640  0.015
H8 -4.396 -7.321 -8.103  -0.006
H9 -4.851 -5.676 -8.078  0.030
H10 -2.406 -5.645 -7.833  -0.006
H11 -2.384 -6.893 -6.573  0.062
H12 -2.209 -4.412 -6.104  0.027
C5 -3.768 -2.218 -10.851  -0.008
C6 -4.359 -3.528 -10.287  0.005
O3 -5.515 -3.828 -11.059  -0.005
H13 -4.322 -1.280 -10.827  0.002
H14 -3.466 -2.403 -11.882  -0.003
H15 -2.834 -1.946 -10.358  -0.005
H16 -4.583 -3.577 -9.221  0.009
H17 -3.570 -4.280 -10.293  0.017
H18 -5.579 -4.785 -11.096  0.009
C7 -3.329 -12.848 -2.333  0.364
O4 -3.795 -11.568 -2.728  -0.606
C8 -5.103 -11.279 -2.308  0.335
C9 -5.427 -9.858 -2.883  -0.158
N1 -4.454 -8.933 -2.377  -0.026
C10 -4.617 -7.703 -3.095  0.011
C11 -3.241 -7.087 -3.110  0.028
O5 -2.129 -8.010 -3.367  -0.032
C12 -0.820 -7.410 -3.366  0.115
H19 -2.331 -12.844 -2.771  0.040
H20 -3.805 -13.648 -2.901  -0.052
H21 -3.280 -13.068 -1.266  0.031
H22 -5.080 -11.298 -1.218  0.086
H23 -5.760 -12.066 -2.677  -0.120
H24 -6.455 -9.587 -2.644  -0.031
H25 -5.386 -10.007 -3.962  0.045
H26 -3.618 -9.371 -2.737  0.004
H27 -5.244 -7.026 -2.515  -0.008
H28 -5.025 -7.795 -4.102  0.063
H29 -3.138 -6.775 -2.071  0.018
H30 -3.100 -6.210 -3.742  -0.071
H31 -0.690 -6.774 -4.241  -0.004
H32 -0.064 -8.191 -3.453  -0.010
H33 -0.542 -6.760 -2.536  0.000
C13 -8.626 -5.855 -7.098  -0.121
O6 -9.431 -5.286 -6.110  0.025
C14 -10.624 -4.789 -6.638  0.033
C15 -11.375 -4.215 -5.397  -0.013
N2 -11.886 -5.232 -4.501  -0.004
C16 -12.137 -4.621 -3.174  0.009
C17 -12.493 -5.686 -2.108  0.006
O7 -11.495 -6.610 -1.821  -0.021
C18 -11.856 -7.479 -0.708  0.056
H34 -8.519 -5.296 -8.027  0.003
H35 -8.915 -6.855 -7.421  0.005
H36 -7.631 -6.026 -6.689  0.057
H37 -11.139 -5.545 -7.232  0.000
H38 -10.512 -3.995 -7.376  0.007
H39 -12.229 -3.655 -5.777  -0.002
H40 -10.720 -3.488 -4.917  0.000
H41 -11.033 -5.739 -4.316  -0.001
H42 -12.874 -3.820 -3.221  -0.001
H43 -11.251 -4.082 -2.839  0.000
H44 -13.443 -6.123 -2.415  -0.002
H45 -12.675 -5.195 -1.152  0.000
H46 -12.813 -7.989 -0.810  -0.003
H47 -11.807 -6.875 0.198  0.000
H48 -11.088 -8.231 -0.524  -0.020
C19 -7.487 -7.399 -12.204  0.124
C20 -7.156 -7.137 -10.713  -0.253
C21 -7.354 -8.438 -9.863  0.032
O8 -6.908 -8.282 -8.529  -1.232
C22 -7.037 -9.436 -7.711  1.404
N3 -5.754 -6.760 -10.563  -0.035
H49 -7.370 -6.486 -12.788  0.044
H50 -8.511 -7.730 -12.375  -0.022
H51 -6.822 -8.130 -12.664  -0.050
H52 -7.785 -6.346 -10.306  -0.011
H53 -6.810 -9.202 -10.418  0.201
H54 -8.433 -8.594 -9.890  -0.005
H55 -6.983 -9.137 -6.665  -0.150
H56 -6.310 -10.234 -7.863  0.050
H57 -8.016 -9.868 -7.919  0.005
H58 -5.502 -7.004 -9.616  0.004
H59 -5.159 -7.342 -11.135  -0.003
C23 -3.666 -10.365 -9.384  0.554
C24 -2.521 -10.269 -10.391  0.013
C25 -1.904 -8.812 -10.445  0.047
O9 -2.846 -7.849 -10.984  -0.114
C26 -2.311 -6.596 -11.268  -0.040
N4 -1.430 -11.237 -10.043  -0.021
H60 -3.261 -10.022 -8.432  0.455
H61 -4.109 -11.343 -9.198  0.045
H62 -4.425 -9.612 -9.594  -0.375
H63 -2.729 -10.587 -11.412  -0.051
H64 -0.997 -8.720 -11.042  0.011
H65 -1.595 -8.541 -9.435  0.013
H66 -1.823 -6.203 -10.375  0.018
H67 -3.121 -5.931 -11.568  -0.009
H68 -1.663 -6.581 -12.144  -0.015
H69 -1.374 -11.269 -9.035  -0.020
H70 -1.766 -12.146 -10.327  -0.084
C27 -8.587 -1.647 -2.514  0.004
C28 -7.646 -2.542 -1.704  0.007
C29 -6.197 -2.477 -2.262  0.008
O10 -6.087 -3.406 -3.349  -0.022
C30 -4.866 -3.332 -4.071  0.002
N5 -7.544 -2.074 -0.383  -0.005
H71 -8.279 -0.611 -2.659  -0.002
H72 -9.567 -1.602 -2.040  0.001
H73 -8.728 -2.116 -3.487  -0.003
H74 -7.982 -3.575 -1.792  -0.001
H75 -5.436 -2.685 -1.510  0.007
H76 -5.950 -1.471 -2.602  0.006
H77 -4.560 -2.305 -4.273  0.024
H78 -5.041 -3.936 -4.962  0.004
H79 -4.128 -3.813 -3.429  0.000
H80 -7.222 -1.118 -0.418  -0.001
H81 -6.867 -2.615 0.136  0.000
C31 -0.588 -2.965 -8.308  -0.004
C32 -0.876 -2.416 -6.879  0.115
C33 -2.366 -1.790 -6.749  -0.029
O11 -2.645 -0.860 -7.785  -0.018
C34 -3.930 -0.303 -7.887  0.002
N6 -0.664 -3.478 -5.973  -0.109
H82 -0.879 -2.246 -9.074  -0.012
H83 -1.126 -3.853 -8.639  0.042
H84 0.477 -3.145 -8.459  -0.036
H85 -0.078 -1.689 -6.729  0.104
H86 -2.694 -1.361 -5.802  -0.014
H87 -3.032 -2.644 -6.876  0.008
H88 -4.718 -1.053 -7.953  0.003
H89 -4.083 0.174 -8.855  0.000
H90 -4.176 0.363 -7.060  -0.004
H91 -0.620 -3.108 -5.035  -0.015
H92 0.268 -3.824 -6.152  -0.002

Computed properties:
strongest force on any atom: 2.9 eV/Å
net charge: -1
multiplicity: 2
E_HOMO (alpha / beta): 0.710 / -6.763 eV

=====

The records above give, respectively, total energy values of -2932.97594, -1239.34160, -2506.47238 Ha.